# 1
{
  "formula": "C18H34Cl15GaN2OPS2",
  "method": "ωB97M-V/def2-TZVPD",
  "elements": ["C", "O", "C", "C", "C", "C", "C", "C", "C", "C", "C", "Ga", "C", "C", "N", "N", "C", "S", "P", "S", "H", "H", "H", "H", "H", "H", "H", "H", "H", "H", "H", "H", "H", "H", "H", "H", "H", "H", "H", "H", "H", "H", "H", "H", "H", "H", "H", "H", "H", "C", "Cl", "Cl", "Cl", "H", "C", "Cl", "Cl", "Cl", "H", "C", "Cl", "Cl", "Cl", "H", "C", "Cl", "Cl", "Cl", "H", "C", "Cl", "Cl", "Cl", "H"],
  "positions_angstrom": [[2.433, 1.433, 1.206], [2.105, 0.982, -0.090], [2.041, -0.429, -0.199], [0.761, -1.051, 0.333], [0.767, -2.581, 0.143], [-0.505, -3.137, -0.521], [-1.453, -3.901, 0.414], [-1.570, -3.302, 1.826], [-2.977, -3.386, 2.411], [-4.015, -2.433, 1.753], [-3.440, -1.353, 0.836], [-4.739, 0.005, 0.141], [-3.960, 1.825, 0.303], [-2.605, 1.846, -0.410], [-1.581, 2.525, 0.413], [-6.486, -0.162, 1.144], [-7.139, 0.816, 1.326], [-8.070, 2.107, 1.570], [-5.201, -0.480, -2.165], [-5.205, 1.096, -3.389], [3.452, 1.133, 1.481], [1.740, 1.049, 1.959], [2.367, 2.519, 1.197], [2.100, -0.638, -1.272], [2.919, -0.884, 0.286], [-0.085, -0.609, -0.197], [0.649, -0.814, 1.393], [0.946, -3.073, 1.101], [1.623, -2.842, -0.489], [-0.211, -3.810, -1.331], [-1.053, -2.321, -0.997], [-2.441, -3.890, -0.054], [-1.146, -4.948, 0.484], [-0.900, -3.865, 2.486], [-1.210, -2.273, 1.851], [-3.301, -4.430, 2.348], [-2.912, -3.154, 3.478], [-4.762, -3.030, 1.222], [-4.568, -1.943, 2.558], [-2.967, -1.806, -0.041], [-2.664, -0.789, 1.364], [-4.631, 2.586, -0.095], [-3.817, 1.988, 1.376], [-2.229, 0.834, -0.603], [-2.743, 2.352, -1.370], [-0.757, 2.730, -0.141], [-1.962, 3.410, 0.729], [-4.226, -1.407, -2.594], [-6.371, -1.251, -2.321], [4.904, 0.756, -2.011], [4.662, 1.615, -3.533], [5.574, -0.854, -2.309], [5.945, 1.679, -0.932], [3.937, 0.639, -1.531], [-9.317, 1.209, 4.932], [-10.097, 2.539, 5.800], [-7.969, 0.561, 5.866], [-10.486, -0.058, 4.556], [-8.927, 1.597, 3.997], [8.411, -0.017, -4.561], [8.131, 0.838, -6.074], [9.227, -1.554, -4.838], [9.323, 0.990, -3.431], [7.455, -0.223, -4.100], [11.035, 0.929, 0.153], [10.280, -0.149, 1.324], [11.084, 2.585, 0.756], [12.649, 0.366, -0.280], [10.430, 0.921, -0.744], [2.753, 4.695, -2.810], [2.443, 3.771, -1.347], [1.250, 5.114, -3.628], [3.706, 6.142, -2.458], [3.335, 4.073, -3.476]],
  "e_tot_ha": -10856.46520,
  "total_charge": -1
}

# 2
{
  "formula": "C18H34Cl8N2O8",
  "method": "ωB97M-V/def2-TZVPD",
  "elements": ["O", "C", "O", "C", "C", "C", "H", "H", "H", "H", "H", "H", "O", "C", "O", "C", "C", "C", "H", "H", "H", "H", "H", "H", "Cl", "C", "C", "Cl", "H", "H", "H", "H", "Cl", "C", "C", "Cl", "H", "H", "H", "H", "Cl", "C", "C", "Cl", "H", "H", "H", "H", "Cl", "C", "C", "Cl", "H", "H", "H", "H", "C", "N", "O", "O", "H", "H", "H", "C", "N", "O", "O", "H", "H", "H"],
  "positions_angstrom": [[-4.596, -0.517, 4.092], [-4.435, -0.565, 2.917], [-4.058, -1.708, 2.295], [-3.603, -1.451, 0.951], [-3.941, 0.037, 0.607], [-4.300, 0.653, 1.949], [-4.114, -2.069, 0.291], [-2.566, -1.696, 0.935], [-4.836, -0.036, -0.024], [-3.170, 0.526, 0.103], [-5.232, 1.207, 2.004], [-3.688, 1.346, 2.493], [-1.028, 0.577, 1.725], [-0.275, 0.707, 0.811], [0.943, 0.074, 0.790], [1.735, 0.697, -0.275], [0.723, 1.009, -1.367], [-0.515, 1.392, -0.508], [2.455, -0.095, -0.493], [2.282, 1.486, 0.170], [0.495, 0.155, -1.977], [1.025, 1.840, -1.980], [-1.395, 1.010, -1.001], [-0.609, 2.478, -0.410], [1.837, -0.636, 5.516], [0.506, 0.309, 4.793], [0.282, 1.706, 5.160], [1.666, 2.667, 4.437], [-0.386, -0.314, 4.871], [0.821, 0.287, 3.804], [0.243, 1.901, 6.229], [-0.617, 2.089, 4.701], [3.346, -2.251, 0.818], [3.153, -1.607, 2.501], [3.488, -0.127, 2.438], [5.239, 0.047, 2.025], [3.647, -2.253, 3.201], [2.093, -1.690, 2.738], [3.261, 0.424, 3.403], [3.046, 0.450, 1.666], [-0.566, -3.551, 1.317], [0.393, -4.081, -0.150], [0.727, -2.910, -1.049], [-0.728, -2.343, -1.950], [-0.197, -4.857, -0.649], [1.259, -4.617, 0.272], [1.482, -3.278, -1.777], [1.151, -2.068, -0.453], [-1.230, -0.321, -7.294], [-0.985, -0.868, -5.627], [0.370, -1.479, -5.480], [1.616, -0.236, -5.328], [-1.632, -1.688, -5.374], [-1.211, -0.024, -5.066], [0.632, -2.185, -6.238], [0.342, -2.083, -4.564], [-3.976, 0.495, -5.054], [-3.633, 0.309, -3.642], [-4.559, 0.077, -2.858], [-2.449, 0.461, -3.349], [-3.546, 1.472, -5.363], [-5.023, 0.483, -5.259], [-3.534, -0.353, -5.641], [5.867, 3.466, 1.008], [4.362, 3.809, 1.335], [3.751, 4.426, 0.500], [3.980, 3.506, 2.466], [6.223, 2.665, 1.679], [6.285, 4.402, 1.281], [5.909, 3.312, -0.093]],
  "de_lowest_kj_mol": 25.4,
  "e_tot_ha": -5099.03589,
  "smiles": "C[N+](=O)[O-].C[N+](=O)[O-].O=C1CCCO1.O=C1CCCO1.ClCCCl.ClCCCl.ClCCCl.ClCCCl"
}

| no. | Kohn-Sham gap (eV) |
| --- | --- |
| 1 | 6.1328 |
| 2 | 9.1074 |